No. 1
{"formula": "C46H37BrF6IrN3O2P2S2", "method": "the ωB97M-V functional and the def2-TZVPD basis", "e_homo_ev": [-13.1, -13.1], "total_energy_ev": -186293.254, "multiplicity": 5, "s2": 6.05, "gap_ev": [7.28, 4.12], "charge": 2, "e_lumo_ev": [-5.8, -9.0], "elements": ["Ir", "Br", "S", "S", "P", "P", "F", "F", "F", "F", "F", "F", "O", "O", "N", "N", "N", "C", "C", "C", "C", "C", "C", "C", "C", "C", "C", "C", "C", "C", "C", "C", "C", "C", "C", "C", "C", "C", "C", "C", "C", "C", "C", "C", "C", "C", "C", "C", "C", "C", "C", "C", "C", "C", "C", "C", "C", "C", "C", "C", "C", "C", "C", "H", "H", "H", "H", "H", "H", "H", "H", "H", "H", "H", "H", "H", "H", "H", "H", "H", "H", "H", "H", "H", "H", "H", "H", "H", "H", "H", "H", "H", "H", "H", "H", "H", "H", "H", "H", "H"], "xyz": [[0.408, -0.130, 0.833], [6.301, 3.597, -2.066], [-0.971, -0.848, -0.882], [-0.831, 1.868, 0.855], [1.436, 1.834, 3.720], [2.014, -1.859, 1.198], [0.910, 2.917, 2.640], [2.930, 2.325, 3.516], [1.124, 2.749, 4.946], [1.731, 0.769, 2.292], [1.931, 0.569, 4.577], [-0.063, 1.182, 3.698], [1.864, 0.684, -0.618], [0.418, 0.986, -2.281], [-2.724, 2.737, -0.788], [3.786, 1.681, -4.667], [-3.247, 0.186, -1.832], [-2.508, -1.262, 3.796], [2.705, 1.583, -2.592], [5.345, -0.451, 3.070], [1.528, 1.049, -1.768], [-2.695, 0.135, -4.791], [2.755, 1.299, -3.954], [-0.885, -1.886, -5.343], [-2.722, 3.981, -0.052], [6.144, -0.091, 1.992], [1.337, -4.102, 4.562], [-6.296, 4.187, 2.309], [3.502, -5.195, -0.545], [4.099, -1.006, 2.854], [0.092, -3.659, 4.949], [-3.393, -0.997, -2.646], [1.330, -2.569, 2.717], [-4.920, 5.069, 0.549], [-6.072, 5.127, 1.311], [-3.606, 2.583, -1.919], [-1.025, -0.822, -6.222], [3.751, 2.277, -2.006], [0.042, -2.112, 3.064], [-1.935, 0.186, -5.945], [3.392, -4.033, 0.195], [-4.198, 3.141, 1.800], [-1.989, 1.660, -0.428], [2.234, -3.266, 0.082], [4.825, 2.671, -2.801], [-0.635, -1.149, 2.276], [-1.861, -2.186, 4.584], [1.332, -4.808, -1.508], [4.796, 2.339, -4.159], [1.206, -3.646, -0.771], [5.707, -0.309, 0.690], [-5.351, 3.201, 2.558], [4.463, -0.861, 0.463], [3.656, -1.221, 1.548], [-2.547, -0.923, -3.899], [-4.267, 1.208, -1.843], [-0.584, -2.660, 4.220], [-3.975, 4.075, 0.787], [-1.634, -1.931, -4.180], [1.972, -3.546, 3.451], [-2.160, 0.426, -1.065], [2.478, -5.580, -1.394], [-1.925, -0.788, 2.617], [-0.395, -4.095, 5.809], [4.089, -1.010, -0.539], [-5.518, 2.482, 3.344], [0.534, -5.118, -2.162], [-2.064, 1.002, -6.639], [-4.742, 5.809, -0.219], [-3.478, -0.890, 4.090], [-1.529, -2.763, -3.499], [-4.862, 1.137, -0.923], [-2.680, 4.808, -0.763], [6.345, -0.027, -0.133], [4.389, -5.800, -0.450], [-0.203, -2.690, -5.574], [2.943, -3.904, 3.144], [0.322, -3.028, -0.858], [5.599, 2.610, -4.831], [-2.336, -2.575, 5.473], [-3.023, 2.655, -2.845], [-4.354, 3.374, -1.905], [4.194, -3.724, 0.852], [-2.490, -0.101, 2.004], [5.685, -0.292, 4.081], [3.471, -1.269, 3.690], [-6.797, 5.905, 1.129], [-1.830, 4.025, 0.584], [-3.414, 0.919, -4.608], [1.959, 0.767, -4.453], [7.106, 0.364, 2.160], [-4.922, 1.046, -2.697], [-4.446, -1.083, -2.918], [-7.208, 4.216, 2.883], [-3.113, -1.877, -2.060], [-0.437, -0.783, -7.125], [-3.453, 2.386, 2.011], [2.568, -6.491, -1.962], [1.826, -4.893, 5.109], [3.736, 2.523, -0.955]], "forces_ev_per_a": [[0.07, 0.55, -0.50], [-0.26, -0.13, -0.09], [1.29, 0.27, 0.56], [0.56, -0.68, -0.07], [-0.02, -0.05, 0.02], [-0.12, 0.07, -0.43], [0.24, -0.14, 0.20], [-0.40, -0.16, 0.06], [0.09, -0.16, 0.00], [-0.35, -0.47, -0.77], [-0.14, 0.38, -0.05], [0.13, 0.13, 0.16], [-0.56, -0.69, 2.11], [-1.65, -0.38, -0.43], [0.61, -0.61, 0.14], [-0.15, -0.50, -1.63], [0.83, 0.32, 0.80], [-0.26, 0.89, -1.13], [-0.87, -0.39, -0.11], [0.16, 0.07, -0.05], [2.03, 0.67, -0.81], [0.08, -0.12, 0.04], [-0.04, 0.37, 0.86], [0.09, 0.06, -0.17], [0.03, 0.77, 0.53], [-0.21, -0.13, 0.03], [0.58, -0.05, -0.37], [0.07, 0.03, -0.17], [0.13, -0.04, 0.04], [-0.17, -0.19, -0.25], [-0.65, 0.37, -0.02], [0.04, -0.70, -0.64], [-0.52, 0.53, -0.21], [0.30, -0.17, -0.05], [-0.17, -0.11, 0.22], [-0.45, -0.28, -0.47], [0.00, -0.09, 0.08], [0.44, 0.27, 0.03], [0.39, -0.74, 0.55], [0.03, 0.02, -0.01], [-0.14, 0.04, -0.01], [0.08, 0.23, -0.25], [-0.19, -0.05, -0.05], [-0.08, 0.45, 0.27], [-0.24, -0.20, 0.02], [1.49, 0.97, -1.13], [0.44, -0.57, 0.39], [-0.06, -0.02, -0.06], [0.32, 0.37, 0.90], [0.09, 0.05, 0.05], [0.11, 0.13, 0.12], [-0.15, 0.04, 0.03], [-0.34, -0.12, 0.11], [-0.02, 0.13, 0.06], [0.04, -0.03, -0.03], [-0.33, 0.59, 0.06], [0.50, -0.13, -0.23], [-0.25, -0.05, 0.07], [-0.18, 0.13, 0.03], [-0.21, -0.40, 0.45], [-0.51, 0.21, -0.17], [-0.09, -0.03, 0.01], [-1.47, -0.27, 1.18], [-0.01, -0.01, 0.13], [0.10, 0.00, -0.19], [-0.02, -0.07, 0.10], [-0.08, -0.05, -0.13], [0.00, 0.09, -0.06], [0.01, 0.07, -0.09], [-0.11, -0.03, 0.02], [0.02, -0.13, 0.09], [-0.02, 0.00, -0.10], [0.05, -0.09, -0.02], [-0.01, 0.01, -0.15], [0.10, -0.08, -0.05], [0.11, -0.06, 0.00], [0.12, -0.03, 0.03], [-0.03, -0.14, -0.01], [0.08, 0.07, 0.03], [-0.04, -0.01, 0.09], [0.03, 0.09, 0.10], [0.02, -0.03, 0.06], [0.06, 0.01, 0.01], [0.01, 0.06, -0.02], [0.04, 0.06, 0.08], [-0.05, 0.07, 0.15], [-0.07, 0.06, -0.02], [-0.23, 0.09, -0.29], [-0.15, 0.10, 0.05], [-0.11, -0.10, -0.04], [0.14, 0.03, 0.05], [0.02, 0.05, 0.03], [0.02, -0.03, 0.19], [-0.07, 0.05, 0.10], [-0.15, 0.05, -0.08], [0.05, -0.03, -0.09], [0.09, -0.13, 0.04], [0.02, -0.11, -0.10], [0.03, -0.03, 0.11], [0.00, -0.06, 0.12]], "lowdin_spin": [0.353, 0.001, 0.490, 0.573, 0.000, 0.003, 0.002, 0.000, 0.000, 0.000, 0.000, 0.010, 0.043, 0.283, 0.338, 0.007, 0.270, 0.059, 0.031, 0.000, 0.024, 0.001, 0.002, 0.002, 0.025, 0.000, 0.042, 0.006, 0.000, 0.002, 0.102, 0.023, 0.091, 0.005, 0.003, 0.031, 0.000, 0.003, 0.015, 0.001, 0.001, 0.010, 0.200, 0.004, 0.003, 0.210, 0.216, 0.000, 0.002, 0.001, 0.000, 0.001, 0.000, 0.002, 0.016, 0.028, 0.002, 0.022, 0.003, 0.047, 0.189, 0.001, 0.127, 0.003, 0.000, 0.000, 0.000, 0.000, 0.000, 0.000, 0.000, 0.010, 0.008, 0.000, 0.000, 0.000, 0.000, 0.000, 0.000, 0.008, 0.013, 0.002, 0.000, 0.009, 0.000, 0.002, 0.000, 0.002, 0.000, 0.000, 0.000, 0.001, 0.001, 0.000, 0.008, 0.000, 0.005, 0.000, 0.000, 0.000]}

---

No. 2
{"formula": "C2H3NO2S", "method": "the ωB97M-V functional and the def2-TZVPD basis", "e_homo_ev": [-9.5, -9.5], "total_energy_ev": -18536.009, "e_above_lowest_kcal_mol": 171.7, "gap_ev": [8.17, 8.17], "e_lumo_ev": [-1.4, -1.4], "elements": ["S", "O", "O", "N", "C", "C", "H", "H", "H"], "xyz": [[-1.514, -0.312, -0.019], [-2.857, 1.585, -0.735], [-0.885, 2.216, -0.121], [-1.749, 1.387, -0.315], [1.621, -1.399, 0.071], [1.011, -0.354, 0.481], [1.103, -2.187, -0.631], [2.601, -1.469, 0.440], [0.670, 0.533, 0.829]], "forces_ev_per_a": [[2.45, -0.76, 0.41], [-0.78, 0.87, -0.26], [0.14, -0.08, 0.13], [0.29, -0.46, -0.09], [-2.00, -1.34, -1.56], [-3.15, -1.83, -1.80], [1.31, 1.55, 1.67], [1.60, -0.57, 0.04], [0.14, 2.63, 1.47]], "lowdin_charge": [0.766, -0.039, -0.021, -0.831, -0.052, 0.020, 0.132, 0.055, -0.030]}

---

No. 3
{"formula": "C15H30LiO15", "method": "the ωB97M-V functional and the def2-TZVPD basis", "e_homo_ev": -13.1, "total_energy_ev": -46950.466, "e_above_lowest_kcal_mol": 81.9, "gap_ev": 9.48, "charge": 1, "e_lumo_ev": -3.6, "elements": ["O", "O", "O", "O", "O", "O", "O", "O", "O", "O", "O", "O", "O", "O", "O", "C", "C", "C", "C", "C", "C", "C", "C", "C", "C", "C", "C", "C", "C", "C", "Li", "H", "H", "H", "H", "H", "H", "H", "H", "H", "H", "H", "H", "H", "H", "H", "H", "H", "H", "H", "H", "H", "H", "H", "H", "H", "H", "H", "H", "H", "H"], "xyz": [[-0.454, -4.516, -3.771], [5.267, -0.161, 0.779], [-5.236, 2.759, -0.508], [-4.776, 2.662, -2.551], [-1.232, -2.698, -2.787], [-2.610, -4.490, -3.060], [-0.718, -1.500, 2.490], [2.213, 5.879, 0.097], [-0.189, -2.769, 4.440], [0.625, -3.245, 2.414], [1.355, 3.960, 1.086], [-3.059, 2.312, -1.009], [3.318, -0.055, -0.363], [4.982, -1.657, -0.776], [2.192, 5.678, 2.256], [4.395, -0.514, -0.140], [-3.837, 2.786, -3.625], [-1.399, -3.830, -3.162], [-4.214, 2.648, -1.320], [-0.223, -2.478, 3.070], [4.882, 0.819, 1.688], [2.098, 5.359, -1.244], [4.538, -2.016, -2.127], [1.852, 5.065, 1.154], [1.862, 5.289, 3.566], [-1.181, -2.080, 5.287], [1.138, -4.491, 2.998], [-5.078, 3.182, 0.886], [-3.798, -3.788, -2.651], [-0.700, -5.781, -4.431], [-0.005, 0.427, -0.456], [5.746, 0.744, 2.349], [-1.113, -0.995, 5.210], [1.637, -5.109, 2.251], [-2.157, -2.390, 4.914], [-5.301, 4.249, 0.912], [-5.741, 2.655, 1.571], [0.470, -5.120, 3.586], [0.183, -6.277, -4.833], [-1.518, -5.661, -5.142], [-3.005, 3.409, -3.295], [1.775, 6.116, 4.270], [2.033, -4.233, 3.564], [1.074, 5.115, -1.526], [-4.642, -4.415, -2.935], [-4.350, 3.530, -4.235], [0.882, 4.812, 3.553], [2.656, 4.425, -1.309], [3.674, -1.420, -2.419], [-3.880, -3.696, -1.568], [2.689, 4.760, 4.039], [-4.069, 3.244, 1.295], [3.881, 0.647, 2.082], [-4.041, -2.864, -3.176], [4.833, 1.839, 1.306], [2.401, 5.927, -2.124], [-0.971, -2.288, 6.336], [5.302, -2.029, -2.905], [4.090, -3.009, -2.074], [-3.470, 1.882, -4.112], [-1.072, -6.601, -3.816]], "forces_ev_per_a": [[0.61, -1.10, -0.10], [-0.28, -0.76, -1.57], [-0.33, 0.75, 2.06], [1.57, -0.21, 0.69], [0.14, -0.20, 0.19], [1.16, 0.29, -0.51], [0.33, -2.14, 1.80], [-0.22, -0.13, 0.25], [-1.07, 0.94, -1.52], [-0.25, -1.83, -0.09], [0.11, 0.59, -0.38], [-1.80, 1.44, -0.90], [-0.78, 0.44, -0.22], [-0.86, 2.01, -0.26], [0.87, 2.04, -0.18], [1.97, -3.08, -1.35], [0.04, 2.07, 0.00], [-2.11, 0.35, 0.08], [0.88, -2.63, 0.12], [0.74, 2.16, 0.86], [0.22, 1.03, 0.99], [-0.69, -1.90, -0.08], [-1.47, -0.21, 0.95], [0.03, -0.63, -1.18], [-0.55, -0.53, 0.79], [0.29, 0.25, -0.95], [1.55, 0.31, 0.18], [0.43, 1.19, -0.18], [-0.74, -0.40, 0.02], [-1.34, -0.89, 0.15], [0.01, -0.10, 0.19], [-0.75, 0.43, 0.83], [0.20, -0.03, -0.45], [-0.87, 0.29, -0.81], [-0.05, -0.03, 0.56], [-0.73, -0.04, -0.19], [0.05, -0.25, -0.59], [-0.35, 0.64, -0.17], [0.35, 1.24, -0.29], [0.47, 0.20, -0.42], [0.42, -0.54, 0.28], [-0.12, 0.79, -0.85], [-0.41, 0.27, 0.71], [-0.31, -0.06, 0.62], [0.31, -0.47, -0.05], [-0.06, -0.80, -0.94], [0.36, -0.58, 0.22], [0.06, -0.06, 0.11], [0.33, 0.50, -0.07], [0.46, 0.32, -0.06], [-0.24, -0.85, -0.48], [0.32, -1.09, -0.54], [0.28, -0.41, 0.49], [0.92, 0.26, 0.12], [0.28, -0.08, -0.60], [0.66, 1.18, 1.10], [-0.05, -0.67, -0.35], [0.34, 0.41, 0.59], [0.41, -0.23, 0.19], [-0.55, -0.04, 0.20], [-0.18, 0.55, 0.99]], "lowdin_charge": [0.025, 0.017, 0.019, 0.000, 0.105, -0.036, 0.066, -0.004, -0.050, 0.005, 0.096, 0.060, 0.114, -0.036, 0.016, -0.548, -0.040, -0.583, -0.581, -0.545, -0.049, -0.049, -0.034, -0.575, -0.033, -0.009, -0.013, -0.003, -0.041, -0.025, 0.908, 0.110, 0.087, 0.091, 0.098, 0.092, 0.097, 0.101, 0.097, 0.098, 0.087, 0.095, 0.093, 0.085, 0.091, 0.100, 0.101, 0.087, 0.077, 0.094, 0.099, 0.088, 0.100, 0.096, 0.098, 0.094, 0.095, 0.093, 0.086, 0.100, 0.090]}

---

Q: Number 1 is which compound?
A: C46H37BrF6IrN3O2P2S2